1.
{"formula": "C10H17NPd", "method": "wB97M-V/def2-TZVPD", "species": ["Pd", "C", "H", "H", "H", "H", "H", "C", "N", "C", "C", "C", "C", "C", "C", "C", "C", "H", "H", "H", "H", "H", "H", "H", "H", "H", "H", "H", "H"], "positions_angstrom": [[-0.728, -0.077, -0.574], [-4.824, 1.232, -0.694], [-3.834, 0.742, -0.845], [-4.558, 2.282, -0.329], [-5.275, 0.682, 0.130], [-5.399, 1.212, -1.571], [-1.185, -1.471, -1.261], [-0.069, 1.314, 1.923], [0.384, 1.329, 0.535], [0.120, 2.641, -0.068], [1.762, 0.747, 0.290], [1.791, -0.749, -0.045], [2.926, -1.603, 0.022], [2.922, -2.975, -0.316], [1.717, -3.577, -0.705], [0.551, -2.802, -0.799], [0.655, -1.449, -0.480], [-1.124, 1.625, 1.956], [0.545, 2.031, 2.487], [0.026, 0.315, 2.340], [0.620, 3.418, 0.526], [0.464, 2.655, -1.095], [-0.966, 2.817, -0.049], [2.158, 1.324, -0.551], [2.346, 0.974, 1.189], [3.851, -1.129, 0.305], [3.838, -3.576, -0.264], [1.671, -4.618, -0.973], [-0.385, -3.312, -1.086]], "nbo_charge": [0.863, -0.826, 0.154, 0.212, 0.228, 0.239, -0.005, -0.463, -0.243, -0.462, -0.298, -0.024, -0.142, 0.045, -0.163, -0.194, -0.079, 0.257, 0.268, 0.243, 0.277, 0.244, 0.260, 0.263, 0.270, 0.253, 0.275, 0.272, 0.277], "e_tot_ev": -15589.50134, "homo_energy_ev": [-14.78, -17.94], "s_squared": 6.028, "charge": 2, "spin_multiplicity": 5, "gap_ha": [0.26598, 0.22543]}

***

2.
{"formula": "C10H17O3", "method": "wB97M-V/def2-TZVPD", "species": ["O", "O", "C", "C", "C", "C", "C", "C", "C", "C", "C", "C", "O", "H", "H", "H", "H", "H", "H", "H", "H", "H", "H", "H", "H", "H", "H", "H", "H", "H"], "positions_angstrom": [[-1.007, -0.110, 3.860], [-1.365, -1.060, 4.746], [1.071, -0.651, -3.900], [0.751, -0.359, -2.465], [0.400, 0.891, -2.106], [0.089, 1.293, -0.701], [-0.272, 0.092, 0.189], [0.735, -1.041, -0.010], [0.786, -1.501, -1.477], [-0.422, 0.522, 1.667], [-1.492, 1.614, 1.761], [-0.834, -0.665, 2.555], [0.836, 1.079, 2.101], [1.313, -1.706, -4.064], [0.231, -0.383, -4.557], [1.917, -0.039, -4.242], [0.388, 1.696, -2.851], [0.949, 1.820, -0.240], [-0.753, 1.999, -0.724], [-1.269, -0.289, -0.100], [1.730, -0.672, 0.288], [0.482, -1.896, 0.632], [-0.065, -2.182, -1.677], [1.694, -2.102, -1.644], [-2.429, 1.230, 1.340], [-1.653, 1.922, 2.798], [-1.203, 2.507, 1.200], [-1.792, -1.094, 2.219], [-0.033, -1.438, 2.599], [1.216, 0.522, 2.805]], "nbo_charge": [-0.168, -0.140, -0.656, 0.053, -0.138, -0.470, -0.232, -0.406, -0.449, 0.240, -0.634, -0.124, -0.732, 0.214, 0.207, 0.213, 0.180, 0.239, 0.226, 0.197, 0.210, 0.202, 0.201, 0.219, 0.208, 0.232, 0.224, 0.210, 0.201, 0.475], "e_tot_ev": -16779.94588, "homo_energy_ev": [-4.67, -10.30], "s_squared": 3.760, "e_above_lowest_ev": 2.529, "spin_multiplicity": 4, "gap_ha": [0.19975, 0.32305]}

***

3.
{"formula": "C10H18ClHfIN2O2P", "method": "wB97M-V/def2-TZVPD", "species": ["C", "C", "H", "H", "H", "O", "I", "Hf", "P", "C", "C", "H", "H", "H", "C", "H", "H", "H", "H", "H", "H", "C", "O", "Cl", "C", "N", "C", "C", "N", "C", "H", "H", "H", "H", "H", "H"], "positions_angstrom": [[-1.520, 0.270, -1.289], [-2.427, -0.927, -1.415], [-2.117, 1.165, -1.152], [-0.907, 0.523, -2.159], [-0.919, 0.327, -0.368], [-2.592, -1.538, -2.474], [-1.704, -2.613, 0.163], [1.750, 0.986, 0.525], [1.703, -0.518, -1.871], [0.996, -2.130, -2.458], [1.562, 0.335, -3.507], [4.079, -0.180, -1.472], [3.786, -1.141, -2.946], [3.615, -1.919, -1.355], [3.485, -0.987, -1.913], [2.004, 1.333, -3.456], [2.080, -0.240, -4.286], [1.416, -2.420, -3.435], [-0.099, -2.084, -2.574], [0.517, 0.410, -3.826], [1.248, -2.944, -1.769], [-3.348, -1.183, -0.153], [-4.368, -0.895, 0.410], [3.733, 2.093, 0.773], [-1.170, 0.544, 5.048], [-0.998, 1.002, 3.676], [-1.855, 1.829, 2.950], [-1.203, 2.133, 1.787], [0.055, 1.492, 1.767], [0.172, 0.852, 2.974], [-0.874, 1.329, 5.746], [-2.223, 0.306, 5.222], [-0.561, -0.349, 5.234], [-2.809, 2.113, 3.356], [-1.568, 2.670, 0.937], [1.059, 0.358, 3.311]], "nbo_charge": [-0.694, 0.371, 0.269, 0.245, 0.162, -0.481, 0.092, 2.390, 0.676, -0.894, -0.894, 0.242, 0.300, 0.274, -0.919, 0.259, 0.297, 0.301, 0.286, 0.275, 0.268, 0.483, -0.355, -0.270, -0.434, -0.236, 0.025, -0.048, -0.790, 0.205, 0.265, 0.269, 0.252, 0.300, 0.266, 0.243], "e_tot_ev": -48923.34028, "homo_energy_ev": -17.74, "e_above_lowest_ev": 1.072, "charge": 3, "gap_ha": 0.12159}

***

4.
{"formula": "C10H18FO3P", "method": "wB97M-V/def2-TZVPD", "species": ["C", "C", "C", "C", "C", "C", "C", "C", "C", "C", "O", "O", "O", "F", "P", "H", "H", "H", "H", "H", "H", "H", "H", "H", "H", "H", "H", "H", "H", "H", "H", "H", "H"], "positions_angstrom": [[-1.883, 1.338, -1.035], [-1.262, 0.429, -2.027], [-1.664, 0.558, 0.317], [0.236, 0.362, -1.763], [-0.213, 0.374, 0.692], [0.442, -0.376, -0.410], [-1.032, -0.031, 2.941], [2.749, -0.976, -1.235], [-0.080, -0.566, 1.884], [1.953, -0.281, -0.097], [-1.711, -2.201, -0.550], [0.329, -2.550, -2.124], [0.581, -2.983, 0.424], [0.388, 1.679, 1.071], [-0.156, -2.236, -0.703], [-1.655, 2.418, -1.101], [-2.955, 1.451, -1.186], [-1.446, -0.596, -2.046], [-1.343, 0.891, -3.079], [-2.158, 1.008, 1.239], [-1.998, -0.610, 0.141], [0.847, -0.242, -2.562], [0.768, 1.476, -1.773], [-1.258, 0.932, 2.712], [-0.616, 0.000, 3.997], [-1.955, -0.683, 3.154], [2.248, -1.750, -1.778], [3.693, -1.584, -0.904], [3.300, -0.278, -1.939], [-0.385, -1.536, 1.669], [0.792, -0.717, 2.384], [2.399, 0.693, 0.048], [2.085, -0.907, 0.866]], "nbo_charge": [-0.400, -0.448, -0.541, -0.397, 0.400, -0.422, -0.585, -0.628, -0.477, -0.435, -1.234, -1.238, -1.247, -0.463, 2.384, 0.180, 0.175, 0.280, 0.149, 0.177, 0.356, 0.249, 0.135, 0.191, 0.158, 0.184, 0.277, 0.164, 0.159, 0.287, 0.206, 0.183, 0.221], "e_tot_ev": -28810.47145, "homo_energy_ev": -0.33, "charge": -2, "smiles": "CC[C@]1(F)CCCC[C@]1(CC)P(=O)([O-])[O-]", "gap_ha": 0.23472}

***

5.
{"formula": "C10H18N2O3", "method": "wB97M-V/def2-TZVPD", "species": ["C", "C", "C", "C", "C", "C", "C", "C", "C", "C", "N", "N", "O", "O", "O", "H", "H", "H", "H", "H", "H", "H", "H", "H", "H", "H", "H", "H", "H", "H", "H", "H", "H"], "positions_angstrom": [[-3.822, 0.755, 3.533], [-2.931, 1.301, 2.708], [0.979, 0.322, -2.270], [0.346, -0.875, 0.640], [1.348, -1.388, -0.436], [-1.837, 0.088, 0.774], [-3.009, 0.687, 0.074], [-1.696, 0.536, 2.151], [3.127, 0.088, -1.212], [3.945, -0.737, -2.152], [-0.953, -0.449, 0.012], [1.712, -0.212, -1.282], [1.474, 1.136, -3.093], [-0.257, -0.143, -2.303], [3.431, -0.786, -3.357], [-4.578, 1.342, 3.977], [-3.978, -0.305, 3.819], [-2.956, 2.301, 2.408], [0.186, -1.733, 1.329], [0.783, 0.006, 1.371], [2.328, -1.816, -0.061], [0.831, -2.124, -1.013], [-2.726, 1.691, -0.158], [-3.907, 0.654, 0.726], [-3.439, 0.222, -0.816], [-0.719, 1.109, 2.455], [-1.563, -0.384, 2.754], [3.250, 1.146, -1.409], [3.454, 0.145, -0.104], [4.946, -0.229, -2.220], [4.047, -1.780, -1.734], [-0.630, -0.503, -1.473], [2.813, -0.065, -3.640]], "nbo_charge": [-0.395, -0.159, 0.906, -0.305, -0.232, 0.175, -0.676, -0.515, -0.251, -0.046, -0.253, -0.478, -0.702, -0.706, -0.744, 0.197, 0.200, 0.201, 0.227, 0.237, 0.233, 0.215, 0.224, 0.240, 0.232, 0.214, 0.231, 0.230, 0.196, 0.154, 0.148, 0.490, 0.516], "e_tot_ev": -19777.60734, "homo_energy_ev": [-6.39, -9.27], "s_squared": 2.007, "e_above_lowest_ev": 1.398, "spin_multiplicity": 3, "gap_ha": [0.25241, 0.20927]}

***

6.
{"formula": "C10H18N2O3RhS3", "method": "wB97M-V/def2-TZVPD", "species": ["Rh", "N", "C", "C", "O", "N", "C", "C", "O", "O", "H", "H", "H", "H", "H", "H", "C", "C", "S", "C", "C", "S", "C", "C", "S", "H", "H", "H", "H", "H", "H", "H", "H", "H", "H", "H", "H"], "positions_angstrom": [[0.730, 0.127, -0.291], [1.825, 0.578, -2.155], [3.267, 0.512, -1.927], [3.543, 0.507, -0.453], [4.536, 0.986, 0.021], [2.561, -0.182, 0.277], [2.797, -0.336, 1.687], [1.819, 0.582, 2.423], [2.072, 0.996, 3.516], [0.726, 0.730, 1.699], [1.545, -0.047, -2.900], [1.527, 1.515, -2.403], [3.809, 1.340, -2.375], [3.663, -0.420, -2.330], [3.803, -0.094, 2.007], [2.467, -1.317, 2.039], [-1.748, -1.542, 1.680], [-1.638, -2.376, 0.401], [-0.479, -1.788, -0.889], [-1.576, -1.093, -2.143], [-2.327, 0.128, -1.684], [-1.194, 1.393, -1.023], [-2.144, 2.059, 0.391], [-2.151, 1.258, 1.680], [-3.071, -0.299, 1.607], [-0.806, -1.051, 1.922], [-2.007, -2.206, 2.503], [-2.608, -2.478, -0.086], [-1.264, -3.373, 0.636], [-2.268, -1.874, -2.462], [-0.910, -0.868, -2.978], [-3.044, -0.102, -0.899], [-2.856, 0.563, -2.533], [-3.151, 2.235, 0.009], [-1.676, 3.026, 0.579], [-2.629, 1.866, 2.448], [-1.140, 1.044, 2.004]], "nbo_charge": [0.778, -0.779, -0.333, 0.629, -0.508, -0.495, -0.385, 0.791, -0.533, -0.800, 0.404, 0.410, 0.249, 0.243, 0.267, 0.236, -0.561, -0.538, 0.484, -0.544, -0.567, 0.365, -0.510, -0.578, 0.204, 0.256, 0.254, 0.246, 0.254, 0.262, 0.235, 0.267, 0.253, 0.242, 0.257, 0.252, 0.292], "e_tot_ev": -55292.20715, "homo_energy_ev": [-12.10, -11.99], "e_above_lowest_ev": 1.050, "charge": 1, "gap_ha": [0.25045, 0.22360]}